56
Properties=species:S:1:pos:R:3 method="wB97M-V/def2-TZVPD" total_charge=+1 relative_energy_ev=0.553 energy_ha=-3284.42577 orbital_gap_ev="6.009 / 6.010" e_homo_ev="-11.27 / -11.27"
O -2.405 0.210 -0.064
C 2.088 -1.174 4.784
N -0.422 -2.266 -0.444
H 3.124 -1.495 4.818
H 1.658 -1.267 5.776
H 1.531 -1.817 4.105
C -0.961 0.051 -3.150
H 0.949 0.575 4.287
S -3.359 1.327 0.063
C -2.916 -4.939 -0.275
O -0.666 3.241 -1.660
F -2.271 1.753 2.476
H 3.840 1.776 -2.330
C -3.471 1.580 1.922
H -1.935 -0.270 -2.795
O -4.665 1.018 -0.374
Rh -0.297 0.179 -0.222
N 2.402 0.531 0.735
H -2.482 -2.294 -0.381
C 0.564 0.622 -4.915
N 1.628 0.449 -0.316
C -0.726 0.250 -4.498
N -3.920 -5.487 -0.256
S 0.214 -0.273 1.993
N -2.828 2.664 -0.526
C 1.272 0.553 -2.614
H -0.496 -6.108 -0.241
C -0.468 -5.029 -0.293
F -0.360 5.422 0.488
F -4.212 2.645 2.177
H 4.135 0.058 -2.136
N 2.577 0.488 3.033
C 1.878 0.306 1.914
O -0.581 2.398 0.610
C -1.533 4.808 0.403
H 2.520 0.933 5.047
F -1.980 4.590 1.635
C 2.002 0.284 4.340
C -1.653 -4.291 -0.309
C 0.710 -2.962 -0.424
N -0.007 0.189 -2.243
S -1.331 3.127 -0.405
C 0.735 -4.345 -0.340
H 1.628 -2.390 -0.466
H 3.555 0.727 2.942
F -4.015 0.506 2.483
C 3.637 0.920 -1.691
H 1.679 -4.866 -0.336
C 2.183 0.667 -1.567
F -2.390 5.582 -0.236
H -1.518 0.091 -5.211
C -1.583 -2.897 -0.383
H 0.760 0.778 -5.965
C 1.559 0.761 -3.989
H 4.057 1.095 -0.706
H 2.567 1.019 -4.266



18
Properties=species:S:1:pos:R:3 method="wB97M-V/def2-TZVPD" total_charge=+1 relative_energy_ev=2.368 energy_ha=-343.47714 orbital_gap_ev=10.050 e_homo_ev=-13.92 smiles="C[N+](C)=C(O)CN"
C 0.345 0.836 -1.777
H -0.524 1.428 1.820
N -2.108 0.284 0.913
C -0.917 1.046 0.865
C 0.239 0.088 0.513
C 1.509 -1.290 -1.016
H 1.406 -1.703 -2.025
H 2.523 -1.069 -0.721
H -2.617 0.161 1.768
H 0.488 -0.897 2.195
H 0.286 1.902 -1.571
H -0.888 1.808 0.102
H -0.519 0.420 -2.304
O 0.327 -1.014 1.256
H 1.007 -2.051 -0.434
H -2.812 0.520 0.235
N 0.769 0.015 -0.663
H 1.124 0.806 -2.538



19
Properties=species:S:1:pos:R:3 method="wB97M-V/def2-TZVPD" relative_energy_ev=4.104 energy_ha=-310.90846 orbital_gap_ev=8.515 e_homo_ev=-8.05
C 0.224 0.915 -0.712
C 0.873 -0.289 -1.308
C -0.554 0.642 0.520
H 0.539 -1.282 -0.967
H -0.753 1.563 1.081
O -1.063 -0.504 2.619
H 2.969 -0.876 -1.350
H 0.807 -0.262 -2.402
H 2.490 -0.110 0.171
H 0.809 -0.164 1.989
C -1.841 0.264 -0.283
H 2.711 0.884 -1.280
C 2.354 -0.083 -0.916
H -1.907 -0.820 2.276
H -1.832 0.727 -1.282
H -1.907 -0.820 -0.422
H -0.030 -1.416 1.062
H -2.735 0.640 0.221
C -0.152 -0.432 1.538



122
Properties=species:S:1:pos:R:3 method="wB97M-V/def2-TZVPD" spin_multiplicity=2 energy_ha=-2696.79468 orbital_gap_ev="8.578 / 9.330" e_homo_ev="-8.27 / -9.02"
H -1.082 -5.072 3.346
H -1.854 3.196 -5.325
H -2.277 -3.818 6.822
H -6.378 3.358 1.567
H 3.560 -2.751 1.362
C -1.879 -4.097 -6.802
C 6.691 3.321 -3.429
H -2.063 0.047 4.293
H 2.732 0.672 1.129
H -6.184 -1.360 -0.527
H 7.412 3.886 -0.591
C 2.020 1.290 1.836
H 1.344 1.949 1.115
H -0.201 1.575 -3.543
H 5.932 -1.908 4.332
H -3.703 1.440 -0.965
H -0.921 -0.047 -3.384
H 5.553 5.238 0.862
H 5.850 -1.975 1.614
H -7.448 -1.177 1.831
C 4.560 3.289 0.945
H 3.536 3.400 0.583
C -3.079 -3.221 -6.551
O 6.435 2.181 0.061
H 4.518 4.556 -5.549
C -1.342 -1.935 0.593
H -0.982 -1.093 3.254
H -0.372 -3.808 -8.332
C -2.932 2.346 -3.703
H 5.946 5.533 -5.054
H -2.094 -5.167 -6.724
H -3.185 2.197 2.979
C -1.859 -2.855 4.946
C 1.150 0.362 2.876
H -2.390 2.274 1.274
C -4.523 2.094 -0.448
H -5.013 3.408 2.942
H -5.625 1.865 -0.845
C -0.314 1.104 3.201
C 5.353 4.637 -4.849
H -2.227 0.182 -5.343
C 6.202 3.391 -4.852
H -4.681 -2.336 0.067
C -6.379 -1.526 2.226
H -4.133 -0.626 3.481
H -1.982 -4.223 -8.969
H -3.530 -2.038 2.388
H -2.256 -2.653 0.731
C -0.548 -4.527 4.131
C -4.624 1.836 1.202
O -0.883 -3.144 4.035
C -2.447 2.300 -5.120
C -1.742 -0.328 0.630
C -1.598 1.053 -5.123
H -4.342 3.238 -0.706
N -5.675 0.814 1.554
H 5.573 2.519 -5.072
H -6.279 -1.481 3.392
H -0.701 0.254 0.572
C -3.168 1.644 1.923
F -0.784 -2.254 -0.773
H -2.285 -0.107 -0.383
O 2.670 -4.489 3.447
H -0.479 -2.075 1.372
C -1.448 -3.678 -8.183
C -1.505 -0.020 3.240
C -3.825 -0.898 2.360
O 4.601 0.904 0.543
H 7.599 3.912 -3.272
C 5.483 -2.685 2.360
C -2.759 -2.006 -7.369
O -2.409 -1.771 5.044
C 5.485 4.297 0.310
H 0.528 -4.657 3.983
H 4.593 3.339 2.037
H -1.194 -6.016 5.590
H -3.282 2.218 -5.820
H 7.367 3.640 1.173
H 1.462 -0.413 5.062
H 2.019 1.373 4.797
H -4.000 -3.673 -6.928
C -1.109 0.983 -3.700
C -5.198 -0.613 1.467
C -2.179 -4.070 5.764
H -0.434 1.936 2.388
C 5.155 1.989 0.496
O 3.943 5.365 -3.023
H 6.879 2.291 -3.113
O -3.857 3.028 -3.294
C -5.101 -1.227 -0.057
H 4.442 -4.319 1.398
O -3.309 -0.922 -7.271
C 4.221 -3.399 1.944
O 5.641 3.881 -2.642
H -3.100 -4.523 5.386
O -6.178 1.060 2.803
H -0.200 1.517 4.304
H 4.607 -1.056 3.500
O 4.125 -2.913 4.242
H -0.787 1.078 -5.856
H 1.016 -0.732 2.459
H 3.146 -0.015 4.123
O -2.159 1.544 -2.913
H -6.197 -2.631 1.816
C -2.591 0.115 1.974
H 2.657 2.056 2.493
H 5.137 4.525 -0.705
C 3.578 -3.695 3.265
C -0.979 -4.947 5.512
H -1.091 -3.857 -6.079
H -0.191 -4.706 6.236
H -4.353 -0.673 -0.765
H 7.013 3.415 -5.585
H 6.276 -3.420 2.545
C 6.792 3.551 0.245
C 2.010 0.294 4.300
C 5.081 -2.031 3.655
H -3.177 -2.969 -5.492
C -5.214 3.290 1.788
O -1.783 -2.295 -8.279
H -4.709 4.185 1.224
C 4.868 4.684 -3.432



92
Properties=species:S:1:pos:R:3 method="wB97M-V/def2-TZVPD" spin_multiplicity=6 relative_energy_ev=1.137 energy_ha=-7118.01107 orbital_gap_ev="5.310 / 5.478" e_homo_ev="-6.14 / -7.20"
H -3.494 -3.959 2.057
C 1.664 3.425 -2.888
H 0.763 -4.224 2.599
C -2.213 4.376 2.015
H 0.304 -2.494 -5.723
H -0.884 -5.146 -0.351
C 3.043 5.650 -3.864
H -0.962 -9.169 1.123
H 2.575 -1.972 5.784
C 0.397 -3.341 3.135
H -0.082 -7.483 -0.459
C -2.696 -6.461 2.179
N -2.585 3.704 -0.603
H 1.904 6.774 -2.443
C 2.947 1.933 -4.545
C -0.929 -2.345 0.919
C -2.665 -4.072 1.352
H 2.325 -1.691 -1.349
H -1.473 -2.484 3.731
H 0.768 -3.372 4.159
C -2.714 4.963 -0.211
C 2.100 5.789 -2.852
H -3.508 1.037 -2.682
C 1.268 -0.667 6.882
C -0.168 0.729 5.555
H 2.758 -2.034 3.399
H -1.505 -4.252 3.550
C -2.547 5.368 1.102
C 0.388 4.921 -1.264
H 2.734 1.962 -5.616
H -2.134 5.724 3.695
H -0.599 4.580 -1.572
H -0.939 1.485 5.484
C 0.247 -1.686 1.371
H 4.009 1.715 -4.425
S -1.571 -2.088 -0.667
H 2.507 -3.533 -5.223
H 3.606 6.967 -5.463
H -2.663 4.072 4.074
C -2.912 0.414 -3.332
C 1.363 -0.786 4.475
H 3.488 7.756 -3.888
C -1.984 4.670 3.467
C -2.279 2.812 0.351
H 1.620 -1.005 7.848
N -1.576 -3.197 1.762
H -3.434 -6.173 2.920
H -0.132 0.732 7.703
H -2.666 6.401 1.399
C -0.815 -7.197 0.285
H 4.865 6.715 -4.262
H -4.135 0.390 -5.154
C 1.803 -1.212 5.720
H 0.011 0.518 3.428
H 2.247 -0.584 2.535
C -1.264 -5.889 0.343
C -1.308 -8.145 1.175
C 1.907 -1.378 3.196
H -2.636 -8.509 2.818
C 0.283 0.303 6.800
S -2.092 -0.916 -5.368
S 0.895 -0.306 0.558
H -0.966 4.388 3.742
C 0.367 0.188 4.398
H -2.963 5.683 -0.987
C 2.009 -2.921 -4.482
H 4.018 4.265 -5.172
C -1.678 -0.166 -2.941
N -2.075 3.107 1.639
C 0.785 -2.346 -4.766
C -1.116 -0.904 -3.947
C 2.618 3.260 -3.919
C -2.249 -7.776 2.122
H 2.377 1.119 -4.107
C -2.213 -5.511 1.291
S -2.220 1.114 -0.078
H 0.333 5.978 -1.006
C -3.253 0.089 -4.611
N 0.742 -1.348 -2.599
C 0.166 -1.562 -3.794
C -1.113 -3.327 3.129
Se 0.726 1.950 -2.209
N 0.874 -2.131 2.498
C 2.591 -2.704 -3.240
H -3.010 -3.740 0.376
H 3.544 -3.138 -2.976
C 1.396 4.706 -2.349
C 3.789 6.841 -4.395
Fe -0.551 -0.064 -1.281
C 3.284 4.384 -4.381
C 1.919 -1.906 -2.331
H 0.643 4.354 -0.367



47
Properties=species:S:1:pos:R:3 method="wB97M-V/def2-TZVPD" total_charge=+1 relative_energy_ev=0.000 energy_ha=-1675.03489 orbital_gap_ev=5.281 e_homo_ev=-10.96
C -1.873 -1.658 3.390
H 3.027 -0.988 2.536
C 5.266 3.015 -3.676
C 5.030 0.260 -3.857
C 2.743 -0.403 3.424
H 7.391 -1.107 0.437
C 5.828 2.342 -4.760
F 4.902 -1.083 -4.055
H 4.116 -2.495 1.305
Si 5.435 -1.968 -0.757
H 2.927 -0.997 4.331
C 6.531 -0.633 -0.059
H 6.741 -2.356 -2.849
F 6.454 3.026 -5.730
C -2.748 1.014 3.387
C 4.455 0.887 -2.719
H -4.745 0.168 3.390
C -1.384 0.759 3.380
H 7.128 -3.544 -1.585
H -3.110 2.045 3.389
H -1.475 -2.672 3.400
O 1.351 -0.018 3.346
C -0.936 -0.595 3.373
H -0.645 1.561 3.383
C -3.232 -1.378 3.394
F 6.292 0.301 -5.874
F 5.361 4.356 -3.601
H 4.039 -3.814 0.118
C 6.309 -2.979 -2.055
H 0.760 -1.996 3.380
C -3.675 -0.044 3.390
H 6.921 0.031 -0.843
F 4.229 3.017 -1.589
O 4.131 -1.211 -1.505
H 2.501 0.019 0.041
C 4.700 -3.059 0.566
H 5.624 -3.696 -2.527
C 3.829 0.132 -1.622
H 6.008 -0.012 0.683
C 5.723 0.951 -4.836
C 4.625 2.294 -2.675
H 2.720 1.698 -0.787
C 0.440 -0.945 3.352
C 2.966 0.649 -0.712
H -3.955 -2.196 3.400
H 5.504 -3.587 1.100
H 3.295 0.538 3.460



6
Properties=species:S:1:pos:R:3 method="wB97M-V/def2-TZVPD" spin_multiplicity=3 relative_energy_ev=3.107 energy_ha=-1817.24803 orbital_gap_ev="5.788 / 7.026" e_homo_ev="-6.86 / -10.14"
Cl -2.140 -1.216 -0.625
S -0.768 0.240 -1.237
Cl 0.946 -1.339 0.675
Cl 1.786 1.174 -0.436
C 0.483 0.181 0.074
H -0.307 0.961 1.549